1.
{
  "formula": "C41H38AsFeN5O",
  "method": "wB97M-V/def2-TZVPD",
  "species": ["H", "H", "H", "H", "C", "H", "H", "C", "C", "C", "H", "C", "C", "H", "H", "O", "C", "N", "H", "As", "Fe", "C", "H", "H", "C", "C", "C", "C", "H", "H", "C", "H", "C", "C", "H", "N", "H", "H", "C", "H", "C", "C", "C", "H", "C", "C", "N", "H", "C", "C", "H", "H", "H", "H", "C", "C", "C", "N", "C", "H", "H", "C", "H", "H", "H", "H", "C", "C", "C", "H", "H", "H", "C", "C", "H", "C", "C", "C", "C", "H", "C", "C", "H", "C", "C", "H", "N"],
  "coordinates": [[-17.30020, -13.56323, 9.52966], [-14.97789, -15.75251, 6.69989], [-14.40181, -14.13188, 0.92696], [-12.54481, -14.83315, 7.47658], [-11.28422, -14.76562, 2.62473], [-11.74692, -11.33174, 6.64446], [-14.91622, -16.26443, 0.30686], [-13.93957, -8.11639, 0.75735], [-19.15320, -18.08855, 2.08583], [-11.63882, -12.38158, 3.42370], [-14.52541, -8.62313, 2.79667], [-14.52787, -17.99165, 1.46436], [-14.87954, -19.08206, 6.81423], [-16.37523, -19.08245, 5.18058], [-14.20101, -12.67817, -0.79568], [-14.86572, -15.57157, 3.15393], [-12.92132, -17.73369, 6.34209], [-14.21483, -12.23065, 0.10397], [-14.13677, -17.29454, -1.81311], [-15.28196, -17.18970, 3.08660], [-14.62541, -13.84587, 4.19510], [-11.66001, -13.76501, 3.63779], [-12.08520, -15.26677, 2.11120], [-17.17147, -18.70713, 1.40639], [-14.03990, -10.84164, 0.25520], [-19.28051, -16.58199, 3.91813], [-14.29068, -8.96253, 1.79925], [-14.11771, -17.84412, -0.88508], [-19.93864, -16.02414, 4.55382], [-11.02187, -13.90357, 7.79372], [-13.71468, -19.15466, -0.95430], [-13.96018, -7.00753, 0.83599], [-13.64242, -19.91118, 0.25599], [-14.30919, -10.34770, 1.53957], [-12.63379, -13.25429, 8.09858], [-15.26946, -13.74913, 6.27052], [-13.31566, -20.96432, 0.20789], [-13.30688, -8.08033, -1.37572], [-13.41937, -17.43289, 5.09170], [-11.58821, -12.04716, 2.36154], [-15.85477, -12.62125, 6.68623], [-15.39048, -18.77470, 5.53937], [-11.73638, -11.47326, 4.49623], [-15.40872, -19.74350, 7.47880], [-14.47628, -13.03267, 1.13754], [-14.06673, -19.29749, 1.46161], [-14.92351, -10.80259, 3.77800], [-11.27836, -9.70686, 3.31314], [-13.67712, -18.54093, 7.21057], [-16.67676, -12.54383, 7.76358], [-10.66569, -14.33528, 1.86382], [-20.96937, -17.42839, 2.85425], [-13.49624, -10.42337, -1.78421], [-10.86030, -9.64217, 5.01154], [-11.97366, -14.18836, 4.94840], [-11.98776, -13.32898, 6.02604], [-12.05231, -13.84097, 7.42534], [-15.22650, -11.76886, 4.70333], [-15.64708, -11.46084, 5.83606], [-16.19165, -15.72911, 8.78761], [-15.76886, -10.43014, 6.13432], [-19.88812, -17.36022, 2.95266], [-12.79096, -16.88820, 4.41758], [-13.31516, -18.60231, 8.26074], [-10.62040, -15.51402, 3.06657], [-13.96596, -19.76335, 2.42811], [-15.48598, -14.82556, 7.04196], [-13.64993, -8.64372, -0.54024], [-14.70373, -11.26230, 2.58754], [-17.42578, -15.83942, 4.67280], [-12.56616, -9.49701, 4.51423], [-11.88775, -17.49782, 6.55799], [-16.78611, -13.68436, 8.58943], [-14.63178, -17.97764, 4.69651], [-17.20080, -11.66494, 8.05471], [-17.12790, -17.27265, 3.05676], [-17.75194, -18.11894, 2.13224], [-11.63343, -10.00052, 4.31788], [-17.90531, -16.53504, 4.02179], [-13.46683, -19.67888, -1.84983], [-14.56014, -17.25466, 0.28216], [-16.22496, -14.86339, 8.18066], [-19.63846, -18.66031, 1.27898], [-13.69808, -9.97394, -0.79604], [-11.81888, -11.97262, 5.79444], [-11.89060, -15.26735, 5.10069], [-14.68629, -12.62457, 2.34869]],
  "mulliken_charge": [0.465, 0.374, 0.231, 0.181, -1.810, 0.591, 0.469, -0.940, -0.535, 0.139, 0.529, -0.166, -0.811, 0.515, 0.315, 0.554, -0.634, 0.131, 0.391, 0.885, 0.960, 0.908, 0.171, 0.424, 0.158, -0.753, -0.309, -0.695, 0.462, 0.454, -0.590, 0.395, -0.596, 1.277, 0.395, 1.116, 0.398, 0.447, -0.355, 0.414, 0.478, -0.488, 0.596, 0.477, -0.413, -0.384, -0.885, 0.349, -0.587, -0.878, 0.464, 0.401, 0.398, 0.525, -0.486, 0.361, -1.802, 0.192, -0.692, 0.560, 0.575, -0.585, 0.559, 0.406, 0.443, 0.457, -0.181, -0.487, -0.185, 0.347, 0.273, 0.502, -0.484, 0.254, 0.558, 0.232, -0.404, -1.816, -0.486, 0.452, -0.354, -1.163, 0.385, -0.883, -0.550, 0.369, 0.027],
  "spin_multiplicity": 5,
  "e_tot_ev": -147845.046,
  "s_squared": 6.01,
  "total_charge": 2
}


2.
{
  "formula": "C41H38AuBrCl3FN3O3S",
  "method": "wB97M-V/def2-TZVPD",
  "species": ["C", "C", "C", "C", "H", "H", "H", "H", "Au", "H", "H", "C", "C", "H", "C", "N", "H", "O", "C", "C", "C", "H", "Cl", "C", "H", "C", "H", "Br", "C", "C", "C", "C", "Cl", "C", "C", "C", "O", "H", "H", "C", "H", "H", "H", "O", "H", "H", "H", "C", "H", "H", "H", "C", "C", "C", "H", "C", "H", "H", "C", "C", "C", "C", "H", "H", "H", "C", "H", "C", "H", "H", "C", "N", "C", "C", "H", "S", "H", "N", "C", "C", "C", "C", "H", "H", "H", "H", "Cl", "F", "C", "H", "C", "C"],
  "coordinates": [[-2.78570, 2.41418, 1.77832], [-0.38250, 1.04844, 1.88713], [0.50203, -2.97334, -0.26636], [-1.95813, 1.17486, -4.19413], [0.17121, 4.05056, -0.66691], [-2.51885, -1.16419, 3.27629], [4.43749, -0.94093, 4.39536], [1.00194, 4.25254, 3.04080], [1.81964, -0.19946, -0.04562], [0.95918, -3.27312, 0.65910], [-1.07862, -2.81699, -4.16572], [4.59229, 2.70172, -0.73945], [3.56054, -0.31214, 4.33238], [-4.92803, -3.72163, -0.87967], [2.04223, 1.33192, 5.25871], [0.86994, 0.36130, 1.92926], [4.64046, 2.72827, -2.87641], [-3.46593, -2.70307, -1.80121], [0.98298, 3.39949, -0.33639], [-2.65279, -0.85321, -3.05274], [5.05679, 3.26591, 0.44463], [-0.13126, -1.25561, 4.08556], [-1.50614, 3.51585, -2.93924], [-3.95365, -5.64445, -3.51658], [4.71640, 2.88809, 1.39808], [1.24841, 1.25726, 4.14562], [0.35162, 1.85698, 4.06629], [6.58679, 5.09248, 1.98181], [-2.74828, 1.08991, 2.17851], [1.03752, 4.43622, 1.96525], [2.76877, -0.38210, 3.21850], [3.60298, 1.60325, -0.68390], [-2.28829, -0.98851, -5.74705], [1.59275, 0.41056, 3.04976], [-0.51220, -1.81491, 3.23058], [-4.47926, -3.70556, -1.87151], [3.10344, 1.08829, -1.69730], [-3.72747, 2.94551, 1.74200], [-3.53895, -2.63093, -3.87342], [0.89454, 3.13729, 1.17062], [-2.23015, -2.93759, 1.49582], [-2.35219, 1.74923, -0.87698], [1.76923, 1.99571, 6.06689], [3.23639, 1.18642, 0.48609], [-0.05863, -0.81241, -2.58305], [0.31256, -1.98773, 2.53562], [-0.84378, -2.78785, 3.59341], [-0.38524, 2.39505, 1.50722], [1.99478, 4.90666, 1.73582], [6.26823, 4.60970, -2.96902], [-5.24531, -3.41032, -2.59523], [-0.33153, -3.66174, -1.08683], [6.39648, 4.80099, -0.84305], [-1.55755, 0.36800, 2.22839], [3.82670, 0.62480, 6.23810], [-3.24724, -5.84507, -1.34112], [-1.42633, -1.72175, 0.48961], [7.10048, 5.62072, -0.87415], [-0.00027, -1.66351, -1.92688], [-2.33843, 1.20675, -1.81332], [-3.29857, -6.83434, -3.57562], [5.02079, 3.18107, -1.97166], [1.92849, 3.88848, -0.58622], [-0.74318, -4.65216, -1.01977], [-1.62891, 4.09482, 1.14027], [3.20419, 0.55799, 5.35703], [-1.73478, -4.17638, -3.24430], [5.92536, 4.22922, -2.01682], [-1.68776, 1.68294, -5.10838], [0.25366, 5.15378, 1.72164], [5.95575, 4.31337, 0.37816], [-0.64457, -2.81846, -2.12625], [-2.88668, -2.34935, -3.03991], [-1.55501, -3.10303, -3.22936], [0.91777, 2.47165, -0.90995], [-2.64159, -7.27813, -2.05845], [-4.45403, -5.19778, -4.36439], [0.68511, -1.71647, -0.80001], [-2.68467, -0.13271, -1.86344], [-3.92637, -5.05292, -2.21938], [-2.30451, -0.16726, -4.21241], [-1.60727, 3.05568, 1.44059], [-3.10981, -1.49590, 0.97144], [-3.66728, 0.58662, 2.45560], [-3.17851, -7.48517, -4.42566], [-2.97142, -0.64960, -0.96213], [-2.96985, -5.51549, 0.32220], [3.08880, -1.27171, 2.27178], [-1.69075, -1.11238, 2.56372], [1.73790, 2.50384, 1.43975], [-1.96449, 1.84867, -2.98280], [-2.13990, -1.86568, 1.30645]],
  "mulliken_charge": [-1.598, -0.206, -1.065, -0.850, 0.450, 0.686, 0.530, 0.366, 0.732, 0.628, 0.579, 0.341, -0.715, 0.522, -0.887, 1.614, 0.448, 0.012, -1.511, -1.388, -0.186, 0.471, -0.208, -0.605, 0.558, -0.551, 0.581, -0.179, -0.694, -1.849, 0.069, 0.560, -0.198, 0.560, -1.865, -1.439, -0.760, 0.388, 0.713, 1.334, 0.401, 0.450, 0.478, -0.598, 0.651, 0.056, 0.515, 0.546, 0.484, 0.407, 0.358, -0.084, -0.350, 0.346, 0.445, 0.759, 0.200, 0.420, -0.245, -0.660, -0.421, -0.475, 0.319, 0.551, 0.357, -0.581, 0.458, -0.639, 0.494, 0.361, -0.260, 0.514, -0.250, -1.510, 0.268, -0.153, 0.414, -0.547, 0.073, 0.236, 1.116, -0.281, 0.455, 0.453, 0.469, 0.539, -0.157, -0.303, 0.421, -0.068, 0.523, -1.342],
  "spin_multiplicity": 3,
  "e_tot_ev": -178595.813,
  "s_squared": 2.05,
  "total_charge": 1
}